The following is a DFT calculation (the ωB97M-V functional and the def2-TZVPD basis) of an isolated molecule of C6H7ClO2.

Each line ends with the Mulliken charge.
Cartesian coordinates (Å):
C 3.32658 -0.01743 0.04936  -0.6379
C 0.97360 -0.03039 -0.09100  0.7639
C -0.24671 0.80988 -0.06398  0.1166
C -1.45572 0.23889 -0.12156  0.1199
C -2.89510 0.36213 0.00644  -0.4415
C -2.24210 -0.99164 0.01895  -0.5106
H 4.14133 0.70683 0.01609  0.2249
H 3.39403 -0.58458 1.00573  0.2772
H 3.42534 -0.69509 -0.79384  0.2986
H -3.30151 0.76359 0.94572  0.2298
H -3.44399 0.62350 -0.91585  0.2112
H -2.45147 -1.62620 -0.81291  0.2071
H -2.18841 -1.55610 0.93988  0.2120
O 2.10650 0.68707 -0.10502  -0.2901
O 0.92708 -1.25125 -0.06191  -0.5841
Cl -0.06946 2.56080 -0.01612  -0.1968

The value obtained for the energy above the lowest of the compared OMol25 structures with the same formula, charge and spin is 0.307 eV. For the orbital gap, the calculation gives 10.030 eV. Its SMILES is COC(=O)C(Cl)=C1CC1. Its largest force on an atom is 1.45 eV/Å. As for the net charge: 0. As for the spin multiplicity: 1.



The following is a DFT calculation (the ωB97M-V functional and the def2-TZVPD basis) of a structure of composition C6H7ClS.

Each line ends with the Mulliken charge.
Cartesian coordinates (Å):
C -0.80376 1.07861 1.08321  -0.9769
C -0.46999 0.99188 -0.42093  0.1178
C -0.80234 -0.28951 -0.97317  -0.2687
C 0.67667 -1.87008 0.35074  -0.1989
C 1.43291 -0.78041 -0.19439  0.0028
C 0.65439 0.17515 -1.01712  -0.4402
H -0.98470 2.46539 1.46244  0.2678
H 0.05615 0.41609 1.77656  0.2329
H -1.95729 0.50322 1.47048  0.2174
H -0.68397 1.96958 -0.85030  0.3987
H -1.53606 -0.36324 -1.80515  0.3519
H 1.18854 -2.50473 1.20135  0.3210
H 1.04323 0.34706 -2.11059  0.3340
S -1.00245 -1.76987 -0.01373  -0.1541
Cl 3.18867 -0.36913 0.04062  -0.2056

The value obtained for the energy above the lowest of the compared OMol25 structures with the same formula, charge and spin is 4.124 eV. For the orbital gap, the calculation gives 8.766 eV. Its largest force on an atom is 5.39 eV/Å. As for the net charge: 0. As for the spin multiplicity: 1.



The following is a DFT calculation (the ωB97M-V functional and the def2-TZVPD basis) of a structure of composition C6H7EuLiO6.

Each line ends with the Mulliken charge.
Cartesian coordinates (Å):
Eu 2.87674 2.91432 -1.47941  1.7316
O 0.64479 1.86619 -1.01438  -0.8809
O 0.63265 -0.90518 -0.25371  -0.4489
C 1.95244 -1.43234 -0.29608  -0.3638
C 2.84504 -0.41194 0.39169  -0.4640
O 2.28090 0.86833 0.02680  -0.5749
C 0.92915 0.86119 -0.30155  1.2373
H 1.98944 -2.39049 0.23660  0.3213
H 2.24571 -1.52405 -1.35117  0.3027
H 3.88012 -0.44333 0.04346  0.3867
H 2.79909 -0.46052 1.48561  0.2628
Li -5.57552 -0.26818 -1.19975  0.9030
O -4.03207 -1.46998 -0.64635  -0.7488
O -2.04536 -0.54520 -0.21668  -0.2860
C -1.46919 0.33612 0.60983  -0.2828
C 0.00077 0.31934 0.76417  -0.0943
O -3.86374 0.73864 -0.73433  -0.7865
C -3.40373 -0.40648 -0.64192  0.9272
H -2.28727 0.52918 1.32559  0.2750
H -0.95471 1.15287 1.59120  0.2282
H 0.55474 0.67152 1.66040  0.3551

The value obtained for the energy above the lowest of the compared OMol25 structures with the same formula, charge and spin is 7.320 eV. For the orbital gap (alpha / beta), the calculation gives 5.626 / 5.825 eV. Its expectation value of S² is 15.759. Its largest force on an atom is 4.34 eV/Å. As for the net charge: +2. As for the spin multiplicity: 8.



The following is a DFT calculation (the ωB97M-V functional and the def2-TZVPD basis) of a cluster of 2 separate species, C6H7F in total.

Each line ends with the Mulliken charge.
Cartesian coordinates (Å):
C -1.40837 0.10701 -0.07921  0.2172
C -3.27084 -1.20106 0.06224  0.0986
C 1.86331 -1.54784 -0.10558  -0.9932
C 0.98560 -0.53575 0.00072  -0.0937
C -0.44557 -0.79019 -0.01288  -0.2169
C -1.43081 1.56510 -0.06414  -0.9364
F -4.33347 -0.50194 0.20743  -0.0474
H 2.94199 -1.38374 0.08774  0.2452
H 1.70928 -2.51271 0.04850  0.3753
H 1.34722 0.48542 0.04390  0.2156
H -0.58501 -1.81474 0.00665  0.3601
H -2.20226 2.15474 0.61848  0.2531
H -1.60189 1.87869 -1.19818  0.2244
H -0.41958 1.97712 0.15558  0.2981

The value obtained for the energy above the lowest of the compared OMol25 structures with the same formula, charge and spin is 6.476 eV. For the orbital gap (alpha / beta), the calculation gives 7.842 / 7.842 eV. Its largest force on an atom is 5.25 eV/Å. As for the net charge: 0. As for the spin multiplicity: 1.



The following is a DFT calculation (the ωB97M-V functional and the def2-TZVPD basis) of an isolated molecule of C6H7F2NO3S.

Each line ends with the Mulliken charge.
Cartesian coordinates (Å):
C -0.46278 -0.43526 -0.57004  0.4166
C 0.30076 -1.60448 -0.46556  0.3951
C -1.88450 -0.24435 -0.32815  0.3230
C 1.71505 -0.07470 -1.15233  0.3864
C -3.56027 1.31756 0.33358  -0.6971
C 3.07785 -0.27094 1.40504  -0.5878
N 0.40641 0.52020 -1.05199  -0.2283
O -2.67154 -1.15092 -0.36143  -0.5652
O 1.63511 -1.37358 -0.77076  -0.3302
O -2.15946 0.99059 0.14079  -0.3298
F -0.08252 -2.82064 -0.10360  -0.2510
F 2.28510 0.13612 -2.36411  -0.2909
S 2.94890 0.88593 0.02187  -0.1239
H -3.77985 1.49014 -0.64640  0.3460
H -3.58177 2.19434 0.96138  0.2151
H -4.03286 0.45878 0.76525  0.3222
H 2.43896 -1.28767 1.22854  0.1754
H 2.79650 0.27865 2.40370  0.2416
H 4.24720 -0.55705 1.48268  0.2658
H 0.36372 1.54729 -0.92847  0.3169

The value obtained for the energy above the lowest of the compared OMol25 structures with the same formula, charge and spin is 0.000 eV. For the orbital gap, the calculation gives 8.820 eV. Its SMILES is COC(=O)C1=C(F)O[C@](F)(SC)N1. Its largest force on an atom is 3.83 eV/Å. As for the net charge: 0. As for the spin multiplicity: 1.



The following is a DFT calculation (the ωB97M-V functional and the def2-TZVPD basis) of an isolated molecule of C6H7F3NO6PS2.

Each line ends with the Mulliken charge.
Cartesian coordinates (Å):
N 0.30088 -0.64185 3.57834  -0.4791
C -0.28043 -0.94150 2.55156  0.4200
O -0.57192 -1.24581 1.17289  -0.2687
C -0.42939 -0.00066 0.43775  1.0747
C 0.93042 0.31206 -0.36982  -1.4100
C 1.90803 -0.94618 -0.57077  -0.0404
O 2.33750 -1.57163 0.65476  -0.5529
C 3.25861 -0.34857 -1.27201  0.7476
F 4.23624 -1.34984 -1.49279  -0.2285
F 2.95887 0.42718 -2.44345  -0.2450
F 3.82032 0.56476 -0.29565  -0.2794
O -0.51216 1.17399 1.33704  -0.4203
S -1.29701 2.43159 0.50685  1.0214
O -1.66998 3.55870 1.42283  -0.5422
O -0.56421 3.07386 -0.64849  -0.5095
O -2.53137 1.43088 -0.08826  -0.3158
C -1.81688 0.18466 -0.42781  0.0034
P -3.19421 -1.12128 -0.21192  0.1210
S -4.17305 -1.37122 -1.90237  -0.3804
H 1.42785 1.22817 0.11071  0.4647
H 0.60665 0.65258 -1.43011  0.4638
H 1.45926 -1.69760 -1.33240  0.3889
H 2.19698 -0.94968 1.40518  0.3597
H -1.60888 0.17162 -1.55347  0.3642
H -4.15152 -0.62843 0.73204  0.1274
H -2.64061 -2.39578 0.12937  0.1153

For the orbital gap, the calculation gives 8.622 eV. Its SMILES is N#CO[C@]1(C[C@H](O)C(F)(F)F)OS(=O)(=O)O[C@@H]1[PH2]=S. Its largest force on an atom is 6.72 eV/Å. As for the net charge: 0. As for the spin multiplicity: 1.



The following is a DFT calculation (the ωB97M-V functional and the def2-TZVPD basis) of a cluster of 2 separate species, C6H7F4NO2 in total.

Each line ends with the Mulliken charge.
Cartesian coordinates (Å):
C -2.13402 0.24616 -0.09682  0.4979
C 0.33583 -1.70684 0.84973  -0.0832
C -1.45791 -0.60046 -0.99033  -0.0740
C 1.27005 -0.88150 0.42528  0.2577
C 1.54853 0.44862 1.13315  -0.4960
C 1.49389 1.58141 0.13173  0.2219
N -0.84594 -0.47562 -2.12291  -0.1992
O -3.51415 0.13837 -0.06451  -0.5136
O -1.60123 0.78853 0.87935  -0.6221
F 0.08575 -2.86736 0.18529  -0.2725
F 1.97914 -1.11826 -0.69358  -0.3475
F 0.74038 1.23995 -0.91134  -0.1784
F 2.74774 1.84410 -0.36977  -0.3061
H -0.41097 -1.66640 1.71197  0.3491
H 0.60460 0.59403 1.71740  0.2473
H 2.48879 0.23571 1.85030  0.3280
H 1.23994 2.57839 0.57464  0.2325
H -3.62829 0.56826 0.85974  0.3647
H -0.23958 -1.38152 -2.40179  0.3426
H -0.70255 0.43443 -2.66751  0.2510

The value obtained for the energy above the lowest of the compared OMol25 structures with the same formula, charge and spin is 2.181 eV. For the orbital gap, the calculation gives 9.131 eV. Its largest force on an atom is 3.55 eV/Å. As for the net charge: 0. As for the spin multiplicity: 1.



The following is a DFT calculation (the ωB97M-V functional and the def2-TZVPD basis) of a structure of composition C6H7F5KN2O14S4.

Each line ends with the Mulliken charge.
Cartesian coordinates (Å):
K -0.47389 -0.44082 0.66508  1.0940
N -2.69658 -1.41235 2.05120  0.0630
S -2.43127 -1.48973 3.63050  1.0668
O -3.18021 -2.34930 4.51082  -0.4240
O -1.89861 -0.26271 4.28964  -0.3556
F -1.07237 -2.27581 3.46898  -0.2107
S -4.12534 -0.38905 2.13877  1.0022
O -3.82086 0.80860 1.37826  -0.4401
O -4.99778 -0.26564 3.32620  -0.4581
F -4.98876 -1.35501 1.11617  -0.2310
N -0.41616 -2.57070 -1.11691  -0.2877
S 1.06262 -3.44135 -0.90052  1.0130
O 2.14166 -2.67473 -0.38156  -0.3978
O 1.32283 -4.48138 -1.86584  -0.5600
F 0.57939 -4.24665 0.43860  -0.3029
S 0.10924 -1.99924 -2.42461  0.9809
O -0.21123 -2.70605 -3.66423  -0.6186
O 1.20469 -0.98770 -2.37409  -0.4499
F -1.18776 -1.00026 -2.45317  -0.3179
C -2.82138 3.60042 -1.47571  -0.3359
C -1.55992 4.43472 -0.99033  -0.3300
O -0.64415 3.39984 -0.64327  -0.2580
C -1.00672 2.29377 -1.33611  0.4996
O -0.28157 1.23538 -1.45427  -0.4922
O -2.34365 2.31779 -1.61562  -0.2394
H -3.19512 4.00392 -2.41677  0.2497
H -3.62127 3.49716 -0.74248  0.2463
H -1.85588 5.11492 -0.19168  0.3215
H -1.27678 5.05404 -1.84143  0.2893
C 4.77943 0.18331 -0.77504  -0.4630
C 5.06193 -0.74156 0.45911  0.3742
O 4.11873 -0.17728 1.31567  -0.3644
C 3.02074 0.13118 0.65091  0.6010
O 1.92040 0.24764 0.98005  -0.4909
O 3.36132 0.44412 -0.57746  -0.2835
F 6.28769 -0.43752 1.00932  -0.3107
H 4.81201 -0.35198 -1.72399  0.2536
H 5.34443 1.11408 -0.82529  0.2635
H 4.98013 -1.82406 0.36112  0.3038

For the orbital gap (alpha / beta), the calculation gives 8.123 / 2.867 eV. Its expectation value of S² is 0.766. Its largest force on an atom is 10.52 eV/Å. As for the net charge: 0. As for the spin multiplicity: 2.